Computed, not measured: C40H60BBaF4N4O16 as an isolated structure, with ωB97M-V/def2-TZVPD.

Relative energy (zero: lowest compared OMol25 entry of this formula, charge and spin) = 0.00 kJ/mol
F_max = 1.5 eV/A
Total charge = +1
Calculated total energy = -3432.53885 Ha
LUMO level = -2.7159 eV
Frontier orbital gap = 8.3 eV

Atoms and positions in Å:
Ba: 2.22855 -2.90929 0.15148
F: -0.03582 -1.30043 -0.79724
F: 0.39901 -1.16877 1.42368
F: 0.85477 0.60615 0.10158
F: -1.35167 0.10699 0.48778
O: 3.25537 -1.06924 -1.65289
O: 2.27634 -5.70223 0.72345
O: 0.10694 6.67643 -5.63771
O: -0.94171 -1.57143 5.75138
O: -2.61324 -1.59589 7.10207
O: -1.09458 -0.44928 -6.45506
O: 1.27502 1.25114 4.94489
O: 4.08885 -0.89208 0.94443
O: -0.07474 -0.00287 -4.60869
O: 2.41104 3.01615 5.44984
O: 4.47551 -3.97100 1.15715
O: 2.62184 -2.92173 2.95468
O: -1.28743 5.07438 -6.05073
O: -4.33217 4.27020 -4.79918
O: -3.36473 3.11653 -1.56957
O: 0.05373 -4.10174 1.10799
N: 1.57865 2.42127 4.79245
N: -0.42235 5.60866 -5.38613
N: -2.05830 -1.22249 6.08422
N: -1.01719 -0.44507 -5.24716
C: 0.21525 5.20799 2.72994
C: 0.26989 -5.21761 1.96249
C: -2.93548 0.99808 3.22599
C: 3.69154 0.19705 1.77504
C: -1.25427 -4.10111 0.51157
C: -3.15159 -1.66347 -5.14483
C: 0.91687 5.52842 -3.31762
C: -3.82317 3.00970 -2.88996
C: -2.80802 -0.32765 5.19505
C: -3.25936 1.87152 -0.92507
C: -4.30445 1.13581 3.43592
C: -0.44276 3.64563 -3.91575
C: 2.38251 -0.64123 -2.69239
C: 4.84798 -3.66792 2.51390
C: -0.13552 3.11024 1.57429
C: -0.27451 4.49638 1.64083
C: -4.20796 -2.11560 -3.03182
C: -4.91807 0.57238 4.55243
C: 1.08765 -6.28927 1.24474
C: 0.90387 3.16271 3.73044
C: 1.29434 4.86782 -2.15437
C: -4.85966 5.44628 -5.36728
C: 0.36974 2.45066 2.67594
C: 0.87099 3.57151 -1.90048
C: -2.17928 0.26225 4.11690
C: 3.09886 -6.71385 0.15311
C: 4.95817 -0.47292 -0.10769
C: -2.12542 -1.02827 -4.48944
C: -2.10971 -0.91515 -3.12029
C: -4.09335 4.39866 -3.41690
C: 4.18144 -0.03512 -1.31450
C: 0.80746 4.53494 3.78659
C: -4.15917 -0.13682 5.45516
C: -3.16440 -1.44883 -2.39368
C: 5.64367 -4.13918 0.37841
C: 0.02342 4.91879 -4.17618
C: 1.68648 -2.55741 3.96378
C: -4.15651 -2.27227 -4.41141
C: 3.64142 -3.78992 3.40560
C: -0.00101 2.96769 -2.79912
B: -0.09891 -0.42411 0.32760
H: 1.66536 -1.41832 -2.94850
H: 1.21424 6.55880 -3.44939
H: 0.87476 -1.99534 3.50380
H: 1.27758 5.06011 4.60802
H: -1.15743 3.21153 -4.60360
H: -4.89053 1.65838 2.68905
H: 0.51662 -6.66926 0.38907
H: -0.72609 5.01086 0.80054
H: 6.20334 -5.03305 0.67849
H: -5.97957 0.72953 4.68321
H: -5.03369 -2.49030 -2.44250
H: 3.39823 -7.43530 0.92551
H: 5.64709 0.28970 0.26249
H: -0.45638 2.59874 0.67975
H: 3.97498 -3.53593 4.42104
H: 5.53428 -4.44945 2.86008
H: -4.10985 6.24320 -5.33614
H: 1.28767 -7.06826 1.98616
H: 3.27761 1.01795 1.18524
H: -5.79247 5.74958 -4.88298
H: 2.57957 -7.27549 -0.62505
H: 5.60369 -1.31742 -0.36940
H: -4.90599 -2.87492 -4.90680
H: -0.38905 1.97296 -2.61445
H: 0.39924 1.36866 2.69527
H: 2.89866 -0.16551 2.43102
H: 6.32935 -3.29330 0.50006
H: -2.00211 -4.02481 1.29985
H: 4.85202 0.16823 -2.15609
H: -1.32270 -3.23899 -0.14730
H: -3.20412 5.02583 -3.24694
H: -1.12174 0.12647 3.93475
H: 4.02652 -6.26234 -0.18655
H: -4.93934 4.87645 -2.90981
H: 2.95453 -0.33781 -3.57133
H: -2.48250 1.47291 2.36859
H: 3.59826 0.87531 -1.13251
H: -4.59277 -0.54754 6.35514
H: -5.08356 5.21608 -6.40829
H: -2.61734 1.19479 -1.49221
H: -3.07304 2.53985 -3.54608
H: 1.20217 -3.42122 4.42877
H: -3.17909 -1.32320 -1.31662
H: 3.25326 -4.81191 3.49184
H: 1.78454 0.21370 -2.35602
H: 1.25287 3.04563 -1.03489
H: 0.93139 -4.87061 2.75899
H: 4.49052 0.58011 2.41664
H: -4.23864 1.37694 -0.81405
H: -4.71948 2.37760 -2.96875
H: 1.94680 5.39937 -1.47360
H: 5.40487 -4.24477 -0.68052
H: 5.31215 -2.68241 2.54326
H: -3.14703 -1.75372 -6.22170
H: -0.65467 -5.66597 2.32067
H: -2.86415 2.02824 0.07302
H: 2.13286 -1.89959 4.71112
H: 0.15500 6.28738 2.71652
H: -1.36359 -0.38398 -2.54971
H: -1.39378 -5.00537 -0.08581

Force components x, y, z for each atom (eV/Å):
Ba -0.2 0.8 0.3
F 0.0 -0.4 0.0
F -0.2 -0.3 0.2
F -0.2 -0.2 -0.1
F 0.1 -0.5 0.2
O 0.2 -0.3 0.1
O -0.2 -0.3 0.1
O -0.2 -0.2 -0.1
O 0.1 0.1 -0.2
O 0.2 0.1 -0.2
O 0.1 0.0 0.1
O 0.1 -0.1 0.0
O 0.3 0.1 0.0
O 0.0 0.0 -0.1
O -0.2 -0.1 -0.1
O 0.5 0.1 0.2
O -0.1 0.0 -0.3
O 0.1 0.2 0.0
O -0.3 -0.2 0.2
O 0.0 0.0 0.3
O -0.6 -0.2 -0.1
N 0.1 0.1 0.3
N 0.0 0.3 -0.1
N -0.1 -0.2 0.5
N 0.1 0.0 -0.2
C -0.2 -0.1 -0.2
C 1.4 -0.3 -0.5
C -0.6 0.2 0.1
C -0.7 0.2 0.4
C 0.2 0.0 0.0
C -0.2 -0.7 -0.6
C -0.3 0.5 0.6
C 0.0 -0.2 -0.3
C -0.3 0.2 0.0
C -0.4 -0.1 -0.1
C 0.1 -0.2 -0.2
C -0.3 -0.1 -0.5
C -0.4 0.7 -0.2
C -0.5 -1.0 -0.1
C -0.5 0.8 0.3
C 0.3 -0.1 -0.3
C 0.6 0.1 0.1
C 0.1 0.5 -0.6
C -0.9 0.6 -0.3
C -0.6 0.0 -0.3
C 0.2 0.2 -0.3
C 0.2 -0.2 -0.4
C 0.3 -0.9 -0.4
C 0.2 0.1 -0.3
C 0.4 -0.2 -0.3
C 0.4 -0.3 0.7
C 0.3 -0.4 0.2
C 0.1 0.3 0.3
C -0.3 0.1 1.0
C 0.3 0.1 -0.3
C -0.4 0.3 -0.1
C 0.7 0.4 0.1
C 0.1 -0.3 0.3
C -0.3 -0.1 0.0
C 0.7 -0.1 -0.2
C 0.4 -0.3 0.4
C -0.8 0.4 0.2
C -0.3 0.1 0.2
C 0.1 0.3 0.5
C -0.1 -0.2 0.4
B 0.9 1.0 -0.5
H 0.2 -0.2 0.0
H 0.1 -0.1 -0.3
H 0.2 0.0 -0.2
H -0.1 0.0 0.0
H 0.1 -0.1 0.0
H -0.1 0.1 0.2
H 0.0 -0.4 0.2
H 0.1 0.1 0.1
H -0.2 0.0 0.1
H 0.0 -0.1 0.2
H 0.0 -0.2 -0.1
H -0.2 0.1 0.0
H -0.2 0.3 -0.1
H -0.1 -0.3 0.2
H -0.1 0.2 -0.1
H 0.3 0.2 -0.1
H -0.2 0.2 0.0
H 0.2 -0.2 -0.3
H 0.0 0.0 0.0
H 0.1 0.1 0.1
H 0.0 0.2 -0.2
H -0.3 -0.1 0.0
H -0.1 0.2 -0.1
H 0.1 0.0 0.0
H 0.2 0.0 -0.1
H 0.0 0.0 -0.1
H -0.1 0.0 0.0
H -0.1 0.0 -0.1
H 0.0 -0.1 0.0
H 0.0 0.1 0.1
H -0.1 0.0 0.1
H 0.0 -0.1 0.2
H -0.2 0.1 -0.3
H 0.0 -0.1 0.0
H 0.0 -0.2 -0.1
H 0.1 -0.1 0.0
H 0.1 0.0 0.1
H 0.0 -0.1 -0.1
H 0.1 0.1 0.0
H 0.2 0.0 0.1
H 0.1 0.0 0.1
H 0.4 -0.1 0.1
H 0.0 0.0 0.0
H 0.1 -0.1 -0.4
H 0.1 0.0 0.0
H -0.2 -0.1 0.1
H -0.5 0.1 0.3
H 0.3 -0.2 -0.3
H 0.0 0.1 -0.1
H -0.1 0.1 0.2
H 0.0 -0.2 0.1
H -0.3 0.1 0.0
H -0.1 0.1 0.1
H 0.1 0.1 0.0
H -0.1 0.2 0.2
H 0.2 0.1 0.0
H 0.2 -0.2 0.1
H 0.0 0.0 0.2
H 0.3 -0.1 -0.4
H -0.1 0.0 0.1